Model i:
One molecule with the formula C3H6FNS, computed with the ωB97M-V functional and the def2-TZVPD basis.

Each line ends with the Mulliken charge.
Atoms and positions in Å:
S1 2.33 0.48 -1.02  -0.195
F1 -2.46 0.75 0.09  -0.362
N1 1.09 -0.28 0.12  -0.353
C1 -1.32 -0.07 0.67  0.381
C2 -0.26 0.02 -0.33  -0.092
C3 -1.62 -1.40 1.33  -0.920
H1 -1.02 0.31 -1.26  0.319
H2 -1.09 0.82 1.45  0.190
H3 -0.41 -1.94 1.42  0.279
H4 -2.24 -1.24 2.23  0.289
H5 3.25 0.25 0.20  0.195
H6 -2.15 -1.99 0.53  0.268

Calculated values
SMILES string ... C[C@H](F)/C=N/S
Frontier orbital gap ... 8.71 eV
HOMO ... -8.85 eV
Total charge ... 0
LUMO ... -0.0050 hartree



Model ii:
One molecule with the formula C3H6FNS, computed with the ωB97M-V functional and the def2-TZVPD basis.

Each line ends with the Mulliken charge.
Atoms and positions in Å:
S1 -1.19 0.02 -0.46  -0.016
F1 2.78 1.08 0.13  -0.277
N1 -0.04 -0.92 0.30  -0.419
C1 1.48 0.92 0.08  -0.251
C2 -2.71 -0.95 -0.13  -0.730
C3 1.08 -0.36 0.58  0.111
H1 1.92 -0.78 1.24  0.298
H2 -2.32 -1.88 0.21  0.276
H3 1.02 1.72 0.76  0.232
H4 -3.32 -0.91 -1.01  0.300
H5 -3.25 -0.42 0.71  0.239
H6 1.20 0.92 -0.99  0.238

Calculated values
SMILES string ... CS/N=C\CF
Frontier orbital gap ... 9.55 eV
HOMO ... -8.63 eV
Total charge ... 0
LUMO ... 0.0338 hartree



Verdict on stability: model i comes out at the bottom.



Model i:
One molecule with the formula C10H14N2S, computed with the ωB97M-V functional and the def2-TZVPD basis.

Each line ends with the Mulliken charge.
Atoms and positions in Å:
S1 -0.14 -1.45 1.77  -0.241
N1 0.75 1.37 1.26  -0.196
N2 2.96 -0.12 -1.31  -0.682
C1 1.09 -0.95 0.59  -0.485
C2 2.25 0.77 -0.64  -0.399
C3 1.05 2.79 1.21  -1.050
C4 -3.51 -0.26 -0.41  -1.247
C5 2.89 -1.37 -0.93  -0.487
C6 1.90 -1.89 -0.03  -0.032
C7 -2.13 -0.71 -0.16  0.910
C8 -1.37 -0.93 -1.44  -0.989
C9 1.36 0.48 0.40  0.997
C10 -1.74 -0.95 1.12  -0.707
H1 1.88 3.02 1.81  0.303
H2 -1.26 -0.01 -2.00  0.347
H3 0.34 1.02 2.07  0.208
H4 3.58 -1.95 -1.38  0.547
H5 -1.60 -1.63 -2.21  0.462
H6 -3.81 0.49 0.35  0.362
H7 1.23 3.02 0.16  0.296
H8 -2.36 -0.83 1.90  0.452
H9 0.15 3.23 1.54  0.386
H10 -0.30 -1.20 -1.18  -0.030
H11 -4.25 -1.04 -0.55  0.263
H12 1.96 -2.95 0.37  0.318
H13 -3.38 0.28 -1.38  0.348
H14 2.48 1.77 -0.96  0.347

Calculated values
SMILES string ... CNc1cnccc1SC=C(C)C
Frontier orbital gap ... 8.50 eV
HOMO ... -7.86 eV
Total charge ... 0
LUMO ... 0.0235 hartree



Model ii:
C10H14N2S as an isolated structure, computed with the ωB97M-V functional and the def2-TZVPD basis.

Each line ends with the Mulliken charge.
Atoms and positions in Å:
S1 -1.48 -0.52 -1.23  -0.169
N1 1.13 0.06 -0.74  -0.086
N2 0.42 0.72 -2.73  -0.567
C1 2.21 0.44 1.35  -0.481
C2 0.18 2.10 2.16  -0.336
C3 1.23 1.84 3.06  -0.600
C4 -2.28 -2.39 0.33  -0.870
C5 -1.01 -1.64 -0.02  0.065
C6 0.05 1.55 0.93  -0.325
C7 0.17 0.17 -1.59  0.151
C8 1.14 0.72 0.47  0.503
C9 2.20 1.01 2.59  -0.407
C10 -0.59 0.26 -3.75  -0.776
H1 0.96 2.03 4.19  0.235
H2 3.15 -0.16 1.27  0.247
H3 -0.56 -1.01 0.90  0.155
H4 -1.61 0.82 -3.65  0.249
H5 2.11 -0.45 -1.39  0.378
H6 -3.02 -1.75 1.26  0.223
H7 -0.29 -2.42 -0.53  0.241
H8 3.10 0.92 3.02  0.440
H9 -0.76 2.51 2.54  0.296
H10 -0.69 -0.89 -3.85  0.274
H11 -0.02 0.54 -4.68  0.350
H12 -1.84 -3.56 0.80  0.260
H13 -0.82 1.54 0.23  0.349
H14 -3.09 -2.45 -0.93  0.200

Calculated values
Frontier orbital gap ... 8.47 eV
HOMO ... -8.16 eV
Total charge ... 0
LUMO ... 0.0113 hartree



Verdict on stability: model ii comes out at the bottom.



Model i:
A 2-piece molecular cluster, C9H14O overall, computed with the ωB97M-V functional and the def2-TZVPD basis.

Each line ends with the Mulliken charge.
Atoms and positions in Å:
O1 1.79 1.49 -2.69  -0.570
C1 -0.75 -0.87 -1.42  -0.587
C2 1.22 -1.05 -0.04  -0.930
C3 -0.77 -2.43 0.55  -1.540
C4 -1.16 1.72 1.06  -0.568
C5 -0.34 1.22 2.23  -0.822
C6 -0.10 -1.47 -0.37  1.028
C7 1.81 0.04 -0.77  -0.713
C8 -0.13 0.17 -2.21  -0.722
C9 1.15 0.57 -1.86  0.813
H1 -2.17 2.05 1.31  0.367
H2 -0.61 0.53 -3.11  0.325
H3 -0.12 -3.26 0.87  0.355
H4 0.66 1.65 2.27  0.258
H5 -0.26 0.14 2.29  0.135
H6 2.67 1.60 -2.30  0.258
H7 -0.79 1.55 3.19  0.350
H8 -1.11 -1.94 1.46  0.221
H9 -0.68 2.46 0.42  0.222
H10 1.65 -1.37 0.90  0.264
H11 2.83 0.35 -0.57  0.226
H12 -1.35 0.93 0.34  0.010
H13 -1.75 -1.19 -1.69  0.223
H14 -1.66 -2.88 0.14  0.398

Calculated values
Multiplicity ... 2
Frontier orbital gap (alpha / beta) ... 3.30 / 7.25 eV
HOMO (alpha / beta) ... 0.66 / -3.36 eV
Total charge ... -1
LUMO (alpha / beta) ... 0.1455 / 0.1432 hartree
⟨S²⟩ ... 0.7617



Model ii:
A 2-piece molecular cluster, C9H14O overall, computed with the ωB97M-V functional and the def2-TZVPD basis.

Each line ends with the Mulliken charge.
Atoms and positions in Å:
O1 2.36 0.57 -0.69  -0.481
C1 -0.26 2.61 -0.03  -0.705
C2 -1.83 -2.86 1.14  -1.350
C3 1.40 -0.79 1.04  -0.380
C4 0.06 3.06 -1.47  -0.831
C5 0.28 -0.58 -1.09  -0.411
C6 0.39 -1.70 1.50  -0.622
C7 -0.66 -2.05 0.64  0.767
C8 1.37 -0.31 -0.26  -0.213
C9 -0.71 -1.49 -0.63  -0.627
H1 -0.92 1.74 -0.05  0.183
H2 -1.48 -3.57 1.91  0.322
H3 1.09 3.37 -1.55  0.201
H4 -0.10 2.28 -2.22  0.197
H5 0.25 -0.07 -2.04  0.420
H6 0.49 -2.19 2.46  0.281
H7 2.15 -0.36 1.71  0.254
H8 3.20 0.20 -0.35  0.266
H9 -1.56 -1.73 -1.26  0.226
H10 -0.57 3.91 -1.74  0.377
H11 -2.57 -2.25 1.64  0.235
H12 -2.28 -3.45 0.35  0.361
H13 -0.73 3.43 0.51  0.377
H14 0.62 2.22 0.47  0.155

Calculated values
Multiplicity ... 2
Frontier orbital gap (alpha / beta) ... 3.09 / 7.50 eV
HOMO (alpha / beta) ... 0.81 / -3.67 eV
Total charge ... -1
LUMO (alpha / beta) ... 0.1435 / 0.1409 hartree
⟨S²⟩ ... 0.7605



Verdict on stability: model ii comes out at the bottom.



Model i:
A 2-piece molecular cluster, C9H14O overall, computed with the ωB97M-V functional and the def2-TZVPD basis.

Each line ends with the Mulliken charge.
Atoms and positions in Å:
O1 0.52 2.80 -0.37  -0.339
C1 -2.45 -1.60 1.08  -1.481
C2 -0.42 1.92 0.15  0.337
C3 -2.17 0.52 -0.29  -0.278
C4 2.51 -1.56 -1.57  -1.110
C5 0.07 1.17 1.29  -1.001
C6 -1.74 -0.35 0.77  0.952
C7 -1.46 1.64 -0.73  -0.888
C8 -0.70 0.10 1.69  -0.770
C9 2.39 -0.25 -0.75  -0.655
H1 3.12 0.41 -0.99  0.444
H2 -2.75 -1.68 2.09  0.340
H3 -3.38 -1.78 0.52  0.338
H4 2.02 -1.41 -2.59  0.280
H5 1.19 3.26 0.26  0.246
H6 -1.78 -2.41 0.80  0.249
H7 2.54 -0.33 0.36  0.247
H8 -3.11 0.27 -0.84  0.127
H9 -1.56 2.28 -1.62  0.421
H10 3.47 -1.89 -1.70  0.418
H11 0.75 1.60 1.92  0.541
H12 -0.54 -0.47 2.62  0.298
H13 2.05 -2.50 -1.04  0.240
H14 1.45 0.25 -1.05  0.045

Calculated values
Multiplicity ... 2
Frontier orbital gap (alpha / beta) ... 2.88 / 7.06 eV
HOMO (alpha / beta) ... 1.08 / -3.31 eV
Total charge ... -1
LUMO (alpha / beta) ... 0.1456 / 0.1379 hartree
⟨S²⟩ ... 0.7601



Model ii:
A 2-piece molecular cluster, C9H14O overall, computed with the ωB97M-V functional and the def2-TZVPD basis.

Each line ends with the Mulliken charge.
Atoms and positions in Å:
O1 -1.40 -0.86 2.85  -0.548
C1 -1.50 -0.34 -3.62  -0.779
C2 -0.44 -0.29 2.02  0.995
C3 0.59 -0.12 -0.17  -0.541
C4 -0.32 -0.79 0.74  -0.887
C5 2.47 1.50 -0.61  -1.297
C6 0.27 0.83 2.45  -0.777
C7 1.43 0.89 0.31  0.490
C8 -1.86 -1.81 -3.88  -0.878
C9 1.28 1.41 1.58  -0.668
H1 0.80 -0.42 -1.19  0.330
H2 -1.62 -0.06 -2.57  0.273
H3 2.18 1.46 -1.67  0.298
H4 -1.40 -0.35 3.66  0.266
H5 -0.09 1.37 3.31  0.168
H6 -1.26 -2.50 -3.30  0.287
H7 2.66 2.53 -0.34  0.328
H8 3.41 0.95 -0.55  0.227
H9 -0.41 -0.29 -3.70  0.193
H10 -1.67 -2.03 -4.93  0.303
H11 -2.91 -2.02 -3.66  0.256
H12 1.91 2.20 1.97  0.315
H13 -0.97 -1.57 0.34  0.315
H14 -1.99 0.31 -4.34  0.331

Calculated values
Multiplicity ... 2
Frontier orbital gap (alpha / beta) ... 2.89 / 6.88 eV
HOMO (alpha / beta) ... 0.68 / -3.32 eV
Total charge ... -1
LUMO (alpha / beta) ... 0.1311 / 0.1307 hartree
⟨S²⟩ ... 0.7623



Verdict on stability: model i comes out at the bottom.